No. 1
Below is an isolated molecule of C11H15Cl2N, with properties calculated with ωB97M-V/def2-TZVPD.

CARTESIAN COORDINATES (ANGSTROEM)
1 C -1.759 -2.257 -2.057
2 C -1.624 -1.643 -0.708
3 C -2.411 -1.846 0.416
4 C -2.096 -1.127 1.553
5 C -1.071 -0.194 1.676
6 C -0.282 0.043 0.540
7 N 0.793 0.887 0.563
8 C 0.605 2.275 1.008
9 C 0.577 3.109 -0.252
10 Cl -0.934 2.949 -1.215
11 C 2.065 0.471 -0.060
12 C 2.534 -0.880 0.368
13 Cl 4.081 -1.173 -0.480
14 C -0.586 -0.685 -0.644
15 H -2.291 -1.540 -2.787
16 H -2.266 -3.202 -2.109
17 H -0.800 -2.474 -2.463
18 H -3.267 -2.496 0.454
19 H -2.852 -1.266 2.373
20 H -0.753 0.332 2.610
21 H 1.459 2.527 1.611
22 H -0.375 2.272 1.534
23 H 1.458 2.973 -0.904
24 H 0.616 4.159 0.058
25 H 1.903 0.509 -1.170
26 H 2.830 1.228 0.142
27 H 1.780 -1.615 0.043
28 H 2.661 -0.877 1.429
29 H 0.002 -0.462 -1.529

Values from the calculation:
* highest occupied orbital energy: -7.8 eV
* HOMO-LUMO gap: 8.598 eV
* multiplicity: 1

No. 2
Below is CH2ClOPS as an isolated structure, with properties calculated with ωB97M-V/def2-TZVPD.

CARTESIAN COORDINATES (ANGSTROEM)
1 C 0.273 -0.760 -0.354
2 O -1.476 1.358 0.426
3 P -0.107 0.881 0.476
4 S 1.222 1.890 1.384
5 Cl -1.347 -1.064 -1.117
6 H 0.442 -1.569 0.349
7 H 0.992 -0.734 -1.164

Values from the calculation:
* highest occupied orbital energy: -9.9 eV
* relative energy (zero: lowest compared OMol25 entry of this formula, charge and spin): 0.0 kcal/mol
* HOMO-LUMO gap: 9.338 eV
* multiplicity: 1

No. 3
Below is C37H35N5O6STi as an isolated structure, with properties calculated with ωB97M-V/def2-TZVPD.

CARTESIAN COORDINATES (ANGSTROEM)
1 Ti 0.523 0.289 0.256
2 O 3.595 -0.317 -2.214
3 C 2.876 -0.258 -1.227
4 O 1.561 -0.049 -1.297
5 C 3.340 -0.406 0.155
6 C 4.691 -0.483 0.450
7 C 5.102 -0.552 1.759
8 C 4.103 -0.573 2.803
9 C 4.426 -0.629 4.163
10 C 3.451 -0.679 5.148
11 C 2.108 -0.700 4.772
12 C 1.757 -0.645 3.437
13 C 2.731 -0.540 2.431
14 N 2.347 -0.424 1.113
15 H 5.384 -0.470 -0.382
16 H 6.152 -0.603 2.023
17 H 5.477 -0.634 4.436
18 H 3.731 -0.706 6.195
19 H 1.327 -0.747 5.522
20 H 0.719 -0.665 3.132
21 O -1.301 -0.467 -1.857
22 S -2.219 -0.742 -2.982
23 C -1.099 -1.052 -4.351
24 C 0.229 -0.741 -4.134
25 C 1.138 -0.965 -5.166
26 C 0.707 -1.491 -6.375
27 C -0.635 -1.802 -6.571
28 C -1.550 -1.584 -5.549
29 C -2.811 0.856 -3.545
30 C -1.945 1.932 -3.476
31 C -2.416 3.192 -3.813
32 C -3.731 3.353 -4.228
33 C -4.590 2.268 -4.289
34 C -4.126 1.002 -3.928
35 H 0.548 -0.332 -3.176
36 H 2.182 -0.726 -5.003
37 H 1.420 -1.665 -7.171
38 H -0.966 -2.220 -7.515
39 H -2.601 -1.827 -5.681
40 H -0.935 1.796 -3.099
41 H -1.760 4.046 -3.711
42 H -4.097 4.343 -4.474
43 H -5.622 2.403 -4.586
44 H -4.788 0.141 -3.938
45 C 0.771 -3.029 -0.920
46 C -0.306 -3.387 0.064
47 C -0.781 -4.694 0.110
48 C -1.719 -5.109 1.048
49 C -2.149 -4.176 1.980
50 C -1.708 -2.855 1.956
51 C -2.194 -1.916 3.026
52 C -0.812 -2.406 0.956
53 N -0.453 -1.077 0.855
54 H 1.133 -3.927 -1.425
55 H 1.612 -2.555 -0.414
56 H 0.430 -2.315 -1.671
57 H -0.383 -5.407 -0.606
58 H -2.075 -6.132 1.072
59 H -2.843 -4.472 2.762
60 H -2.482 -2.482 3.916
61 H -3.069 -1.342 2.703
62 H -1.429 -1.192 3.306
63 C 2.615 3.652 3.804
64 N 1.379 2.997 3.464
65 C 0.286 3.054 4.348
66 C -0.877 2.379 3.956
67 C -0.899 1.679 2.787
68 N 0.221 1.555 1.971
69 C 1.329 2.303 2.271
70 O 2.286 2.363 1.493
71 N -2.061 1.074 2.290
72 H 2.738 3.616 4.890
73 H 2.638 4.701 3.479
74 H 3.441 3.131 3.328
75 H 0.407 3.614 5.260
76 H -1.770 2.433 4.570
77 H -2.751 0.921 3.005
78 H -1.866 0.256 1.748
79 C -2.500 2.633 -0.595
80 C -1.065 2.781 -1.044
81 O -0.741 3.741 -1.741
82 O -0.262 1.848 -0.662
83 H -3.157 3.155 -1.294
84 H -2.592 3.077 0.397
85 H -2.779 1.583 -0.497

Values from the calculation:
* highest occupied orbital energy (spin up / spin down): 0.4 / -1.9 eV
* relative energy (zero: lowest compared OMol25 entry of this formula, charge and spin): 14.7 kcal/mol
* HOMO-LUMO gap (spin up / spin down): 3.607 / 5.850 eV
* expectation value of S²: 2.036
* charge: -2
* multiplicity: 3

No. 4
Below is an isolated molecule of C4H7ClS2, with properties calculated with ωB97M-V/def2-TZVPD.

CARTESIAN COORDINATES (ANGSTROEM)
1 C -1.747 -0.091 -0.582
2 C -0.407 -0.040 0.177
3 Cl -0.599 -0.148 1.918
4 C 0.837 -0.682 -0.447
5 S 2.041 -1.633 0.488
6 C 0.671 0.823 -0.343
7 S 1.751 1.850 0.592
8 H -2.455 0.720 -0.369
9 H -1.569 0.059 -1.649
10 H -2.265 -1.046 -0.470
11 H 0.711 -1.035 -1.474
12 H 1.514 -1.717 1.729
13 H 0.415 1.207 -1.329
14 H 1.103 1.734 1.761

Values from the calculation:
* highest occupied orbital energy: -8.9 eV
* relative energy (zero: lowest compared OMol25 entry of this formula, charge and spin): 19.5 kcal/mol
* HOMO-LUMO gap: 9.537 eV
* multiplicity: 1

No. 5
Below is C42H34FeIN7O2PS as an isolated structure, with properties calculated with ωB97M-V/def2-TZVPD.

CARTESIAN COORDINATES (ANGSTROEM)
1 Fe 0.829 -0.829 -0.097
2 N 4.050 -2.904 -1.615
3 C 2.730 -2.648 -1.378
4 S 2.126 -3.008 0.208
5 N 2.044 -2.176 -2.393
6 N 0.736 -1.956 -2.063
7 C -0.081 -1.909 -3.048
8 C 0.385 -1.955 -4.466
9 C 0.379 -3.177 -5.136
10 C 0.834 -3.269 -6.443
11 C 1.288 -2.135 -7.103
12 C 1.266 -0.909 -6.452
13 C 0.820 -0.820 -5.140
14 C -1.542 -1.977 -2.805
15 C -2.430 -1.419 -3.721
16 C -3.791 -1.524 -3.488
17 C -4.225 -2.215 -2.374
18 C -3.265 -2.778 -1.543
19 N -1.958 -2.662 -1.736
20 H 4.615 -3.037 -0.797
21 H 4.474 -2.470 -2.420
22 H 0.023 -4.059 -4.616
23 H 0.832 -4.227 -6.948
24 H 1.650 -2.204 -8.121
25 H 1.587 -0.013 -6.970
26 H 0.787 0.146 -4.648
27 H -2.049 -0.899 -4.590
28 H -4.502 -1.067 -4.165
29 H -5.276 -2.308 -2.137
30 H -3.565 -3.352 -0.671
31 C -0.682 3.007 7.194
32 C -0.615 1.639 6.963
33 C -0.626 1.154 5.663
34 C -0.685 2.017 4.568
35 C -0.754 3.388 4.814
36 C -0.755 3.878 6.115
37 P -0.675 1.200 2.905
38 C -1.299 2.579 1.859
39 C -0.665 2.985 0.692
40 C -1.254 3.911 -0.158
41 C -2.493 4.452 0.148
42 C -3.140 4.057 1.312
43 C -2.555 3.118 2.148
44 C 1.143 1.071 2.557
45 C 2.008 1.857 3.340
46 C 3.381 1.686 3.311
47 C 3.910 0.692 2.508
48 C 3.063 -0.065 1.708
49 C 1.660 0.080 1.664
50 H -0.680 3.391 8.207
51 H -0.561 0.950 7.799
52 H -0.584 0.084 5.483
53 H -0.796 4.082 3.986
54 H -0.805 4.947 6.288
55 H 0.286 2.553 0.438
56 H -0.742 4.203 -1.070
57 H -2.966 5.157 -0.525
58 H -4.114 4.464 1.559
59 H -3.083 2.783 3.035
60 H 1.602 2.622 3.988
61 H 4.022 2.314 3.921
62 H 4.980 0.506 2.501
63 H 3.525 -0.826 1.091
64 I -2.918 -5.643 4.747
65 C -2.720 -4.079 3.349
66 C -3.747 -3.158 3.217
67 C -3.601 -2.121 2.305
68 C -2.445 -1.998 1.548
69 C -1.434 -2.942 1.688
70 C -1.567 -3.994 2.586
71 C -2.309 -0.821 0.594
72 O -3.329 -0.242 0.237
73 O -1.117 -0.534 0.220
74 H -4.642 -3.240 3.820
75 H -4.386 -1.385 2.183
76 H -0.537 -2.859 1.092
77 H -0.772 -4.721 2.693
78 N 3.437 1.673 -4.589
79 C 3.251 1.771 -3.222
80 C 2.597 0.751 -2.521
81 N 2.332 0.844 -1.232
82 C 2.758 1.952 -0.614
83 C 3.420 2.943 -1.309
84 N 3.673 2.873 -2.617
85 H 3.461 0.745 -4.980
86 H 4.104 2.324 -4.966
87 H 2.313 -0.168 -3.018
88 H 2.584 2.026 0.452
89 H 3.771 3.833 -0.799

Values from the calculation:
* highest occupied orbital energy (spin up / spin down): -4.5 / -5.0 eV
* relative energy (zero: lowest compared OMol25 entry of this formula, charge and spin): 27.2 kcal/mol
* HOMO-LUMO gap (spin up / spin down): 6.741 / 7.240 eV
* expectation value of S²: 6.014
* charge: -1
* multiplicity: 5

No. 6
Below is C22H19N4O4PSTi as an isolated structure, with properties calculated with ωB97M-V/def2-TZVPD.

CARTESIAN COORDINATES (ANGSTROEM)
1 Ti -0.543 -0.123 0.639
2 N 0.408 4.367 2.179
3 C -0.147 3.180 1.876
4 S -1.244 3.366 0.438
5 N 0.052 2.147 2.599
6 N -0.673 0.970 2.399
7 C -1.119 0.425 3.494
8 C -1.897 -0.768 3.550
9 C -2.271 -1.272 4.809
10 C -3.089 -2.374 4.901
11 C -3.574 -2.974 3.741
12 C -3.243 -2.494 2.482
13 C -2.393 -1.408 2.392
14 O -2.053 -0.914 1.175
15 H 0.552 5.084 1.486
16 H 0.945 4.430 3.032
17 H -0.898 0.944 4.424
18 H -1.902 -0.786 5.703
19 H -3.365 -2.767 5.869
20 H -4.228 -3.833 3.817
21 H -3.627 -2.954 1.583
22 O 2.511 -2.456 1.722
23 C 2.045 -1.626 1.031
24 O 0.785 -1.082 1.326
25 C 2.628 -1.027 -0.235
26 P 1.387 0.019 -1.070
27 C 0.233 -1.053 -1.958
28 C -0.442 -0.561 -3.083
29 C -1.513 -1.260 -3.609
30 C -1.948 -2.438 -3.012
31 C -1.290 -2.935 -1.900
32 C -0.201 -2.251 -1.367
33 C 2.192 1.136 -2.213
34 C 2.705 0.673 -3.425
35 C 3.364 1.551 -4.268
36 C 3.513 2.884 -3.906
37 C 3.008 3.348 -2.699
38 C 2.345 2.475 -1.852
39 H 3.023 -1.825 -0.866
40 H 3.475 -0.394 0.044
41 H -0.120 0.361 -3.550
42 H -2.014 -0.886 -4.492
43 H -2.790 -2.976 -3.428
44 H -1.600 -3.869 -1.452
45 H 0.341 -2.715 -0.551
46 H 2.590 -0.366 -3.712
47 H 3.765 1.196 -5.208
48 H 4.030 3.565 -4.569
49 H 3.135 4.386 -2.422
50 H 1.962 2.829 -0.901
51 O -1.695 1.271 -0.946
52 N -1.116 1.780 -0.015

Values from the calculation:
* highest occupied orbital energy: -14.8 eV
* relative energy (zero: lowest compared OMol25 entry of this formula, charge and spin): 0.0 kcal/mol
* HOMO-LUMO gap: 6.210 eV
* charge: +2
* multiplicity: 1

Number 1: electronic energy -38184.77912 eV, strongest force on any atom 2.7 eV Å⁻¹. Number 2: electronic energy -35763.52218 eV, strongest force on any atom 2.1 eV Å⁻¹. Number 3: electronic energy -92628.09497 eV, strongest force on any atom 2.3 eV Å⁻¹. Number 4: electronic energy -38453.38883 eV, strongest force on any atom 1.2 eV Å⁻¹. Number 5: electronic energy -121246.38728 eV, strongest force on any atom 1.2 eV Å⁻¹. Number 6: electronic energy -80496.80233 eV, strongest force on any atom 0.8 eV Å⁻¹.